18
Properties=species:S:1:pos:R:3:forces:R:3 method="wB97M-V/def2-TZVPD" charge=0 orbital_gap_ev="6.98 / 7.98" de_lowest_kcal_mol=65.96 molar_mass_g_mol=213.1 fmax_ev_per_a=5.43 lumo_ev="-0.85 / 0.43" e_tot_ha=-3509.9365
P -2.525 -0.564 -0.762 0.7 -0.1 0.0
Br -4.262 0.500 0.063 -0.2 0.1 0.1
C -0.194 -2.073 0.532 -1.2 2.0 -0.7
H 0.109 1.035 0.302 1.7 -2.9 1.6
H -1.960 3.322 0.044 1.1 -1.4 1.2
H -0.795 3.308 1.329 0.7 1.5 2.0
H -0.659 -3.440 -1.076 -0.9 -0.2 0.0
H -0.200 2.177 -1.024 0.0 -0.4 1.4
C -1.331 2.635 0.754 -4.4 0.3 -0.5
H -2.091 2.013 1.353 1.2 1.0 -0.5
H 0.051 -2.850 1.202 0.5 -0.4 1.2
C 0.900 -2.332 -1.650 1.8 3.3 1.1
H 1.563 -1.495 -1.268 -0.3 -1.0 -1.1
C -0.383 1.866 0.050 -0.4 1.7 -5.1
C -0.061 -2.587 -0.815 -1.1 -2.6 -0.8
H 1.012 -2.688 -2.636 0.2 -0.6 -0.7
H 0.371 -1.143 0.508 0.5 -0.2 1.0
S -1.922 -1.543 1.007 0.2 -0.2 -0.2

***

18
Properties=species:S:1:pos:R:3:forces:R:3 method="wB97M-V/def2-TZVPD" charge=0 orbital_gap_ev=5.30 de_lowest_kcal_mol=0.00 molar_mass_g_mol=142.2 fmax_ev_per_a=1.41 lumo_ev=0.38 e_tot_ha=-1024.4483
H -2.503 -0.656 -1.549 -0.1 -0.8 0.2
H 0.631 0.026 1.459 -0.2 0.2 -0.4
O 1.890 0.631 -0.077 0.0 0.2 -0.2
C 3.166 0.394 0.497 0.4 -0.2 0.3
C -3.791 -0.601 0.136 0.2 0.5 -0.3
H -0.585 0.785 -1.009 0.6 0.5 0.8
H -4.695 -0.674 -0.465 0.3 0.0 0.1
H -0.108 -0.751 -1.417 -0.1 -0.6 0.3
C -0.313 -0.160 -0.513 -0.8 0.0 -1.1
H 3.124 0.470 1.594 0.0 0.0 -0.2
H 3.849 1.160 0.109 -0.1 -0.2 0.1
O -1.442 -0.587 0.221 0.4 -0.5 0.5
H -3.879 -0.176 1.137 0.1 -0.7 0.0
C 0.877 -0.229 0.415 0.1 -0.2 0.5
H 1.250 -1.265 0.446 0.0 0.2 -0.1
H 3.526 -0.604 0.212 -0.1 0.2 0.0
C -2.604 -0.726 -0.460 -0.6 1.2 -0.4
Ca 1.607 2.965 -0.734 0.0 0.2 -0.1